{
  "formula": "C20H23N5O3",
  "method": "ωB97M-V/def2-TZVPD",
  "smiles": "CCCCn1c(=O)[nH]c(=O)c2c1nc(COc1ccc(C#N)cc1)n2CCC",
  "lumo_energy_ev": 0.446,
  "multiplicity": 1,
  "e_homo_ev": -8.7,
  "charge": 0,
  "symbols": ["C", "C", "C", "C", "N", "C", "O", "N", "C", "O", "C", "C", "N", "C", "C", "O", "C", "C", "C", "C", "C", "N", "C", "C", "N", "C", "C", "C", "H", "H", "H", "H", "H", "H", "H", "H", "H", "H", "H", "H", "H", "H", "H", "H", "H", "H", "H", "H", "H", "H", "H"],
  "positions_angstrom": [[-0.06149, -2.31974, -1.10108], [-0.14024, -3.24807, 0.10641], [-1.56736, -3.59555, 0.53700], [-2.25648, -2.52817, 1.38917], [-2.57750, -1.32073, 0.64876], [-3.62463, -1.33245, -0.24389], [-4.31547, -2.30521, -0.43414], [-3.85521, -0.14284, -0.91900], [-3.19593, 1.07926, -0.83657], [-3.54247, 2.03448, -1.50044], [-2.12456, 0.99078, 0.11265], [-1.86272, -0.17614, 0.82013], [-0.82518, 0.01390, 1.66194], [-0.44938, 1.26987, 1.47694], [0.68689, 1.88843, 2.22245], [1.80700, 2.17027, 1.40563], [2.52431, 1.14344, 0.86836], [3.56897, 1.52899, 0.02291], [4.36742, 0.58327, -0.57668], [4.13544, -0.77372, -0.33806], [4.94695, -1.75307, -0.95137], [5.60345, -2.55040, -1.44974], [3.09570, -1.15718, 0.50674], [2.29113, -0.20779, 1.10641], [-1.20215, 1.90963, 0.55663], [-1.09014, 3.25914, 0.06002], [0.03796, 3.41557, -0.96559], [-0.10971, 2.44330, -2.12933], [-0.66695, -2.70632, -1.91811], [-0.40864, -1.31909, -0.85968], [0.96752, -2.24030, -1.44655], [0.38699, -2.79604, 0.94865], [0.37308, -4.17835, -0.14710], [-2.18471, -3.79838, -0.33913], [-1.53975, -4.50513, 1.14013], [-3.19671, -2.93609, 1.77050], [-1.61764, -2.22343, 2.21903], [-4.63582, -0.17847, -1.56575], [0.95817, 1.22658, 3.05226], [0.39127, 2.86349, 2.62260], [3.73407, 2.58168, -0.14501], [5.17207, 0.88253, -1.23129], [2.91947, -2.20654, 0.69051], [1.48037, -0.52672, 1.74070], [-2.04533, 3.49787, -0.41303], [-0.92230, 3.93470, 0.90381], [0.00065, 4.44086, -1.33639], [1.00145, 3.26750, -0.47711], [0.62944, 2.65925, -2.89624], [-1.10117, 2.52520, -2.56869], [0.03989, 1.41597, -1.80041]]
}


{
  "formula": "C2H11N3P",
  "method": "ωB97M-V/def2-TZVPD",
  "lumo_energy_ev": -2.985,
  "multiplicity": 1,
  "e_homo_ev": -12.8,
  "charge": 1,
  "symbols": ["C", "C", "N", "N", "N", "P", "H", "H", "H", "H", "H", "H", "H", "H", "H", "H", "H"],
  "positions_angstrom": [[0.57371, -0.94875, -1.12209], [-0.34409, 0.57175, 0.12077], [1.05609, -1.79689, -0.10479], [0.12549, 1.77747, -0.40927], [0.42910, 0.18402, 1.30038], [-2.13659, 0.08403, 0.30254], [1.31186, -0.36934, -1.65087], [-0.25608, -1.30126, -1.71420], [0.48400, -2.62781, 0.02601], [2.03626, -2.04233, -0.18512], [-0.00685, 2.59414, 0.18033], [-0.21796, 1.96851, -1.34001], [-0.10720, 0.08848, 2.16419], [0.85487, -0.86778, 0.96572], [1.21590, 0.82462, 1.43957], [-2.49977, 1.26944, 0.96065], [-2.51875, 0.59171, -0.93380]]
}


{
  "formula": "C21H21N5O5S2",
  "method": "ωB97M-V/def2-TZVPD",
  "smiles": "COc1cccc(N2C[C@H](C(=O)Nc3nnc(SCC(=O)NCc4ccco4)s3)CC2=O)c1",
  "lumo_energy_ev": 0.037,
  "multiplicity": 1,
  "e_homo_ev": -8.3,
  "charge": 0,
  "symbols": ["C", "O", "C", "C", "C", "C", "C", "N", "C", "C", "C", "O", "N", "C", "N", "N", "C", "S", "C", "C", "O", "N", "C", "C", "C", "C", "C", "O", "S", "C", "C", "O", "C", "H", "H", "H", "H", "H", "H", "H", "H", "H", "H", "H", "H", "H", "H", "H", "H", "H", "H", "H", "H", "H"],
  "positions_angstrom": [[-3.53058, -0.97725, 4.21650], [-4.28203, -1.77066, 3.33257], [-4.26733, -1.47278, 2.00307], [-5.05803, -2.28550, 1.19098], [-5.10799, -2.04919, -0.16622], [-4.37719, -1.02361, -0.74107], [-3.58164, -0.21139, 0.06156], [-2.81261, 0.82272, -0.49283], [-1.72209, 1.42401, 0.25028], [-0.91598, 2.19011, -0.81428], [-0.28588, 3.43539, -0.24310], [-0.78647, 4.53136, -0.27471], [0.95651, 3.29448, 0.34994], [1.71746, 2.18807, 0.57333], [1.34431, 0.95793, 0.50841], [2.30325, 0.08279, 0.79084], [3.44075, 0.62189, 1.07670], [4.89215, -0.20257, 1.49862], [4.35895, -1.93557, 1.34002], [4.13139, -2.30193, -0.12694], [5.04877, -2.48147, -0.89550], [2.83498, -2.42812, -0.45246], [2.40523, -2.72892, -1.80850], [1.15109, -1.99521, -2.13428], [0.87759, -0.96436, -2.98344], [-0.51287, -0.71402, -2.86684], [-0.97682, -1.60436, -1.95054], [0.02018, -2.38190, -1.50032], [3.42181, 2.38184, 1.02624], [-1.97496, 2.51298, -1.86142], [-3.01071, 1.41293, -1.70880], [-3.85673, 1.13487, -2.52347], [-3.53142, -0.43989, 1.43768], [-3.70684, -1.39331, 5.20723], [-2.45956, -1.02491, 3.99173], [-3.86004, 0.06698, 4.20132], [-5.62074, -3.08229, 1.64906], [-5.72284, -2.67503, -0.79475], [-4.43425, -0.84426, -1.80032], [-1.10909, 0.65969, 0.73130], [-2.10819, 2.11929, 1.00736], [-0.14375, 1.53292, -1.21934], [1.36359, 4.17528, 0.64638], [3.47418, -2.07795, 1.95666], [5.20017, -2.50961, 1.72761], [2.11840, -2.13146, 0.19342], [2.23093, -3.80929, -1.89661], [3.21049, -2.44694, -2.49085], [1.57444, -0.45684, -3.61844], [-1.08827, 0.01122, -3.40364], [-1.95661, -1.78148, -1.55343], [-1.59234, 2.55392, -2.87900], [-2.44842, 3.47329, -1.63930], [-2.93034, 0.19655, 2.06415]]
}


{
  "formula": "C27H63N9O13SV",
  "method": "ωB97M-V/def2-TZVPD",
  "lumo_energy_ev": [-2.912, -2.914],
  "multiplicity": 4,
  "e_homo_ev": [-8.7, -8.7],
  "charge": 0,
  "symbols": ["V", "S", "O", "O", "O", "O", "C", "O", "N", "C", "C", "H", "H", "H", "H", "H", "H", "H", "C", "O", "N", "C", "C", "H", "H", "H", "H", "H", "H", "H", "C", "O", "N", "C", "C", "H", "H", "H", "H", "H", "H", "H", "C", "O", "N", "C", "C", "H", "H", "H", "H", "H", "H", "H", "C", "O", "N", "C", "C", "H", "H", "H", "H", "H", "H", "H", "C", "O", "N", "C", "C", "H", "H", "H", "H", "H", "H", "H", "C", "O", "N", "C", "C", "H", "H", "H", "H", "H", "H", "H", "C", "O", "N", "C", "C", "H", "H", "H", "H", "H", "H", "H", "C", "O", "N", "C", "C", "H", "H", "H", "H", "H", "H", "H"],
  "positions_angstrom": [[-1.71289, 2.17018, -1.89302], [0.04083, 0.33739, -0.82531], [1.06240, -0.19684, -1.74728], [0.19796, -0.21059, 0.49978], [0.01743, 1.82990, -0.71074], [-1.29848, 0.12603, -1.36070], [-2.23397, 2.54493, 1.16004], [-2.69222, 2.11951, 0.11182], [-2.83530, 3.44114, 1.92206], [-2.14980, 4.00618, 3.17615], [-3.95485, 4.16170, 1.46195], [-1.29092, 2.18601, 1.60053], [-1.22507, 3.49375, 3.44146], [-2.85156, 4.11056, 4.00365], [-1.74324, 4.96179, 2.84506], [-4.55920, 3.55954, 0.78351], [-4.61930, 4.25212, 2.32127], [-3.75720, 5.16731, 1.09075], [3.24951, 1.96429, -3.24741], [3.50169, 1.57917, -4.40684], [3.87972, 3.05470, -2.72815], [3.51546, 3.42164, -1.35095], [4.73703, 3.92423, -3.51039], [2.45196, 1.53981, -2.61817], [3.21903, 4.47030, -1.32769], [4.31920, 3.40822, -0.61479], [2.76678, 2.74967, -0.93140], [4.55355, 3.97745, -4.58352], [4.62039, 4.91657, -3.07480], [5.71868, 3.46226, -3.40526], [0.89309, -3.26069, 1.03216], [1.79602, -3.70509, 1.75765], [-0.31585, -3.78317, 0.94557], [-1.40824, -3.21292, 0.14492], [-0.83365, -4.91406, 1.67377], [1.05764, -2.38609, 0.38393], [-2.26672, -3.10839, 0.80838], [-1.76840, -3.85980, -0.65503], [-1.13943, -2.22990, -0.24176], [-0.21088, -5.19100, 2.52439], [-1.88379, -4.82722, 1.95266], [-0.83757, -5.85579, 1.12492], [1.51093, 5.56896, 3.09749], [2.05535, 5.13599, 4.09835], [1.39141, 4.83172, 2.00009], [0.63717, 5.30904, 0.84182], [2.07530, 3.63432, 1.67980], [0.95026, 6.51392, 3.02747], [-0.14432, 4.65683, 0.45194], [1.25960, 5.53815, -0.02316], [0.03134, 6.19077, 1.05070], [1.48592, 3.09928, 0.93518], [2.95810, 3.97195, 1.13687], [2.32482, 2.98000, 2.51508], [-5.49067, 0.64840, -0.49758], [-6.37503, 1.48228, -0.74862], [-5.29356, -0.53120, -1.18449], [-4.11859, -1.32528, -0.89492], [-6.03621, -0.97726, -2.36585], [-4.82956, 0.66691, 0.38264], [-4.14269, -1.69563, 0.12995], [-3.18993, -0.75481, -0.87897], [-3.93973, -2.19133, -1.53216], [-6.71025, -0.25841, -2.83170], [-5.47366, -1.47515, -3.15563], [-6.74573, -1.71969, -2.00051], [4.16123, -0.30818, 3.25870], [4.86990, -0.20252, 4.20804], [4.20461, 0.41570, 2.10218], [3.22584, 0.12476, 1.04165], [5.20599, 1.44921, 1.86861], [3.27600, -0.96277, 3.25016], [3.67575, -0.21407, 0.10844], [2.51037, 0.90735, 0.78919], [2.56041, -0.67195, 1.37414], [5.74915, 1.67687, 2.78580], [5.93584, 1.29536, 1.07378], [4.75161, 2.41706, 1.65672], [2.61069, -5.24348, -3.62278], [2.53716, -4.60124, -4.63346], [2.63027, -4.73459, -2.37341], [2.56470, -5.63025, -1.20863], [2.64087, -3.26044, -2.10703], [2.60884, -6.34428, -3.64400], [2.73982, -6.69191, -1.38274], [1.62290, -5.50040, -0.67548], [3.33320, -5.33060, -0.49609], [2.32222, -2.62427, -2.93278], [1.97115, -2.95988, -1.30128], [3.64742, -2.92654, -1.85512], [-0.60615, -4.19152, -4.42949], [-0.99454, -5.30200, -4.84678], [-1.50402, -3.20882, -4.21986], [-1.13305, -1.92485, -3.57311], [-2.93035, -3.47102, -4.21900], [0.39514, -3.75883, -4.27987], [-1.20725, -1.95665, -2.48610], [-1.69159, -1.13066, -4.06848], [-0.12024, -1.60213, -3.81430], [-3.17384, -3.94820, -3.26973], [-3.50238, -2.54770, -4.31044], [-3.20916, -4.22815, -4.95189], [-2.16978, -0.97108, 2.87856], [-3.20755, -1.60088, 2.85454], [-1.68244, -0.31933, 3.92865], [-0.29145, 0.18643, 3.86352], [-2.55311, -0.01680, 5.08211], [-1.57286, -0.91429, 1.95516], [0.23395, -0.15834, 2.97291], [0.25239, 0.04959, 4.79820], [-0.43982, 1.25128, 3.68416], [-2.48223, 0.96659, 5.54689], [-3.61319, -0.16722, 4.87793], [-2.35202, -0.60901, 5.97483]]
}


{
  "formula": "C5H11NOS",
  "method": "ωB97M-V/def2-TZVPD",
  "smiles": "C/C=N/[C@@H](S)[C@H](C)O",
  "lumo_energy_ev": 0.751,
  "multiplicity": 1,
  "e_homo_ev": -8.7,
  "charge": 0,
  "symbols": ["C", "C", "N", "C", "S", "C", "C", "O", "H", "H", "H", "H", "H", "H", "H", "H", "H", "H", "H"],
  "positions_angstrom": [[-2.87230, 0.28999, 0.36854], [-1.54134, 0.79593, -0.17036], [-0.53120, 0.11616, 0.11118], [0.98321, 0.87968, -0.57437], [0.91512, 2.52879, -0.16370], [1.87026, -0.14311, 0.02862], [1.55055, -1.51233, -0.53174], [1.77351, -0.33369, 1.41258], [-3.62508, 0.50440, -0.48146], [-2.78305, -0.86905, 0.57180], [-3.14369, 0.91565, 1.22674], [-1.57954, 1.90793, -0.50718], [0.79079, 0.70398, -1.64992], [1.24172, 2.61037, 1.19643], [2.96261, 0.18085, -0.10303], [2.42469, -1.73247, -1.13540], [0.52858, -1.40381, -0.84719], [1.53074, -2.20706, 0.26083], [0.93027, -0.70246, 1.69158]]
}


Energy above the lowest of the compared OMol25 structures with the same formula, charge and spin values (in kcal/mol) by entry order: 11.6, 36.1, 0.0, 117.2, 88.8.
Maximum force values (in eV/Å) by entry order: 1.421, 3.279, 1.728, 4.456, 4.982.